ORCA calculation (wB97M-V/def2-TZVPD) on an isolated molecule of C4H5F3OS.

Output
HOMO (spin up / spin down) (eV): -8.14 / -8.14
Energy relative to the best compared isomer or geometry (same formula, charge and spin) (kcal/mol): 72.4
LUMO (spin up / spin down) (eV): -0.099 / -0.098
Total energy (a.u.): -928.28384
Maximum force (eV/A): 4.5

The geometry in ORCA input format:
```
! RIJCOSX wB97M-V def2-TZVPD def2/J DEFGRID3
* xyz 0 1
C 0.252 -0.275 2.480
C 0.600 -0.976 -1.196
C -0.615 0.763 2.658
C 1.217 1.372 -0.190
O 0.507 -1.046 1.500
F 1.204 -0.358 3.483
F -1.684 0.733 1.794
F 1.823 2.254 0.631
S 1.575 -0.214 0.128
H 0.290 -2.001 -0.974
H 1.127 -0.861 -2.259
H -0.367 -0.389 -1.161
H -0.748 1.462 3.501
H 0.744 1.826 -0.966
*
```

=====

ORCA calculation (wB97M-V/def2-TZVPD) on a structure of composition C6H9CaCl3N3O12.

Output
HOMO (eV): -6.69
Energy relative to the best compared isomer or geometry (same formula, charge and spin) (kcal/mol): 0.0
LUMO (eV): 2.104
Total energy (a.u.): -3358.83066
Maximum force (eV/A): 1.4

The geometry in ORCA input format:
```
! RIJCOSX wB97M-V def2-TZVPD def2/J DEFGRID3
* xyz -1 1
Ca 0.373 0.217 0.238
Cl 0.535 1.165 3.303
O 0.537 2.039 2.122
O 0.927 1.931 4.447
O -0.732 0.520 3.507
O 1.511 0.134 2.969
Cl -1.805 -2.700 1.464
O -2.207 -3.404 0.278
O -0.663 -1.850 1.107
O -2.876 -1.865 1.957
O -1.406 -3.608 2.500
Cl 1.679 2.838 -1.156
O 0.294 2.403 -1.307
O 1.763 3.930 -0.242
O 2.399 1.680 -0.623
O 2.192 3.223 -2.441
C 4.409 -2.147 -0.957
C 3.233 -1.608 -0.292
N 2.305 -1.157 0.192
H 4.113 -2.542 -1.930
H 4.904 -2.927 -0.390
H 5.077 -1.309 -1.159
C -3.915 1.577 1.993
C -2.966 1.200 0.977
N -2.157 0.883 0.235
H -4.621 2.332 1.626
H -3.437 1.991 2.874
H -4.572 0.737 2.224
C -0.907 -0.553 -4.386
C -0.672 -0.720 -2.964
N -0.483 -0.849 -1.846
H -0.166 0.147 -4.775
H -1.899 -0.201 -4.653
H -0.769 -1.509 -4.894
*
```

=====

ORCA calculation (wB97M-V/def2-TZVPD) on a structure of composition C13H29AlCl22N.

Output
HOMO (eV): -4.04
LUMO (eV): 2.039
Total energy (a.u.): -10934.10913
Maximum force (eV/A): 1.8

The geometry in ORCA input format:
```
! RIJCOSX wB97M-V def2-TZVPD def2/J DEFGRID3
* xyz -1 1
C -2.428 1.938 -0.464
C -1.494 1.037 -0.072
Al 0.239 0.987 -1.184
N 0.882 2.699 -1.530
H -2.127 2.980 -0.607
H -3.462 1.712 -0.757
H -1.705 0.327 0.735
H -0.108 0.232 -2.585
H 1.378 0.137 -0.349
H 0.674 3.107 -2.431
H 0.688 3.395 -0.822
C -2.841 -1.868 -3.579
Cl -2.994 -0.462 -2.541
Cl -1.773 -3.096 -2.865
H -3.814 -2.320 -3.730
H -2.408 -1.554 -4.519
C 2.692 4.784 1.444
Cl 0.923 4.838 1.523
Cl 3.318 3.143 1.561
H 3.012 5.207 0.499
H 3.074 5.358 2.281
C 0.968 -5.132 -1.242
Cl 1.541 -4.424 0.270
Cl 2.312 -5.512 -2.334
H 0.452 -6.054 -1.006
H 0.316 -4.438 -1.756
C 1.336 1.977 4.337
Cl 0.721 2.034 6.010
Cl 0.244 1.179 3.221
H 1.487 2.999 4.007
H 2.274 1.435 4.346
C -4.299 1.711 2.570
Cl -6.058 1.968 2.532
Cl -3.874 0.015 2.786
H -3.878 2.040 1.625
H -3.898 2.277 3.400
C -2.102 4.896 6.242
Cl -2.941 3.907 5.043
Cl -0.842 5.897 5.514
H -2.827 5.550 6.710
H -1.639 4.235 6.965
C -4.235 -4.137 -6.990
Cl -5.094 -4.507 -5.488
Cl -3.293 -2.648 -6.880
H -3.556 -4.954 -7.202
H -4.967 -4.020 -7.780
C 4.382 -2.333 -1.095
Cl 5.076 -1.663 0.385
Cl 5.648 -2.757 -2.268
H 3.844 -3.238 -0.845
H 3.723 -1.596 -1.541
C 0.980 -8.524 1.007
Cl -0.758 -8.250 0.819
Cl 1.846 -8.367 -0.525
H 1.368 -7.778 1.690
H 1.129 -9.527 1.389
C 6.916 2.328 3.456
Cl 5.523 2.903 4.382
Cl 6.454 1.164 2.215
H 7.372 3.182 2.970
H 7.607 1.854 4.141
C -2.231 2.726 -4.065
Cl -3.087 1.947 -5.416
Cl -0.913 3.750 -4.655
H -2.936 3.352 -3.534
H -1.815 1.955 -3.422
*
```

=====

ORCA calculation (wB97M-V/def2-TZVPD) on an isolated molecule of C3H4F3I.

Output
HOMO (eV): -9.63
Structure (SMILES): FC[C@@H](F)[C@H](F)I
Energy relative to the best compared isomer or geometry (same formula, charge and spin) (kcal/mol): 50.3
LUMO (eV): 0.435
Total energy (a.u.): -713.94280
Maximum force (eV/A): 4.9

The geometry in ORCA input format:
```
! RIJCOSX wB97M-V def2-TZVPD def2/J DEFGRID3
* xyz 0 1
F 0.823 -0.369 1.720
C 1.363 0.066 0.512
C 0.123 0.517 -0.396
F 0.394 0.542 -1.700
C -1.167 -0.547 0.013
F -0.774 -1.792 -0.230
I -2.893 -0.134 -1.221
H 1.792 1.084 0.489
H 1.898 -0.688 -0.048
H -0.121 1.577 -0.133
H -1.438 -0.254 0.992
*
```

=====

Among the records above, which one has the lowest total energy? C13H29AlCl22N

=====

Which formula does entry 4 have? C3H4F3I

=====

Which of these has the lowest total energy? C13H29AlCl22N

=====

The lowest maximum force belongs to which entry? C6H9CaCl3N3O12